Below is the ion C7H13F2N2 with charge +1 at a distorted geometry, with properties calculated with ωB97M-V/def2-TZVPD.

Values from the calculation:
DFT total energy: -583.48334 a.u.
total charge: +1
LUMO: -3.094 eV
SMILES string: N[C@H]1[C@@H]2C[NH2+]C[C@@H]2CC1(F)F
E_HOMO: -13.10 eV
Kohn-Sham gap: 10.01 eV

```
24
C7H13F2N2, DFT ωB97M-V/def2-TZVPD
C -0.16 -0.08 -1.77
C 1.27 1.51 -0.36
C 0.99 0.25 1.59
C 1.02 -0.02 -0.83
C 0.59 -0.70 0.53
C -1.09 -0.96 0.38
C -1.38 -0.06 -0.80
N -1.46 -2.28 0.35
N 0.59 1.59 0.96
F -2.51 -0.49 -1.44
F -1.61 1.22 -0.45
H -0.25 0.58 -2.60
H -0.02 -0.95 -2.28
H 2.30 1.59 -0.18
H 0.76 2.14 -0.98
H 0.46 0.35 2.56
H 2.02 0.39 1.72
H 1.97 -0.48 -1.14
H 1.14 -1.60 0.76
H -1.49 -0.55 1.24
H -1.38 -2.78 -0.60
H -2.28 -2.45 0.76
H 0.97 2.32 1.56
H -0.43 1.48 1.00
```


Below is an isolated molecule of C7H7NO3 at a distorted geometry, with properties calculated with ωB97M-V/def2-TZVPD.

Values from the calculation:
DFT total energy: -551.25686 a.u.
LUMO: 0.208 eV
SMILES string: O=[N+]([O-])OCc1ccccc1
E_HOMO: -9.52 eV
Kohn-Sham gap: 9.73 eV

```
18
C7H7NO3, DFT ωB97M-V/def2-TZVPD
C 1.48 0.03 0.10
C -0.02 0.08 -0.25
C -0.92 -0.35 0.70
C -2.31 -0.22 0.45
C -2.71 0.36 -0.79
C -1.76 0.75 -1.74
C -0.42 0.55 -1.49
H 1.77 1.00 0.41
H 2.15 -0.26 -0.70
H -0.51 -0.56 1.69
H -3.01 -0.37 1.26
H -3.79 0.37 -1.01
H -2.12 1.10 -2.67
H 0.36 0.86 -2.10
N 3.06 -0.86 1.54
O 3.69 0.15 1.22
O 3.30 -1.82 2.20
O 1.75 -0.81 1.17
```


Below is a cluster of 4 separate species, H8O4 in total, with properties calculated with ωB97M-V/def2-TZVPD.

Values from the calculation:
DFT total energy: -305.75648 a.u.
LUMO: 0.488 eV
SMILES string: O.O.O.O
E_HOMO: -10.57 eV
Kohn-Sham gap: 11.06 eV

```
12
H8O4, DFT ωB97M-V/def2-TZVPD
O 2.38 4.82 6.85
H 3.26 5.10 6.62
H 1.84 5.09 6.10
O 3.52 7.29 3.32
H 4.31 7.83 3.40
H 3.24 7.43 2.42
O 1.44 5.44 4.22
H 1.64 4.71 3.63
H 2.14 6.07 4.07
O 2.35 3.13 2.86
H 1.74 2.67 2.28
H 2.36 2.61 3.66
```


Below is a cluster of 27 separate species, H54O27 in total at a distorted geometry, with properties calculated with ωB97M-V/def2-TZVPD.

Values from the calculation:
DFT total energy: -2063.98631 a.u.
LUMO: -0.077 eV
E_HOMO: -10.53 eV
Kohn-Sham gap: 10.45 eV

```
81
H54O27, DFT ωB97M-V/def2-TZVPD
O -1.95 1.37 2.50
H -2.13 2.28 2.69
H -2.35 1.05 1.74
O 1.92 -5.47 2.84
H 1.57 -5.82 1.98
H 2.82 -5.18 2.73
O 2.06 -0.68 -0.08
H 2.24 -1.56 -0.51
H 2.82 -0.31 0.35
O -0.38 -4.52 3.92
H 0.53 -4.69 3.57
H -0.91 -5.33 3.71
O -1.12 5.11 0.97
H -1.97 5.38 0.53
H -0.96 4.28 0.46
O 0.50 0.15 2.84
H 0.54 -0.29 1.98
H -0.46 0.32 2.91
O 2.52 4.46 0.93
H 2.51 3.65 1.48
H 1.78 4.89 1.48
O 2.85 -1.92 -2.88
H 2.54 -1.52 -3.68
H 3.81 -1.67 -2.87
O -3.20 -4.44 -0.62
H -3.85 -4.31 -1.29
H -3.54 -4.08 0.23
O -1.19 -2.47 2.26
H -0.77 -1.76 2.78
H -0.97 -3.30 2.73
O -1.48 2.12 -5.36
H -0.61 2.14 -5.77
H -2.11 2.19 -6.09
O -3.86 -2.88 1.56
H -4.40 -2.24 1.07
H -2.98 -2.49 1.79
O -2.28 2.86 -2.32
H -2.67 1.98 -2.23
H -1.92 2.92 -3.21
O 1.17 -5.85 0.33
H 1.20 -6.69 -0.13
H 1.48 -5.13 -0.26
O -1.47 4.11 3.54
H -1.36 4.48 2.59
H -2.05 4.66 4.04
O 5.03 -0.56 -3.49
H 4.53 -0.24 -4.27
H 5.28 0.26 -3.01
O -0.04 2.95 -0.63
H 0.59 3.42 -1.13
H -0.85 2.89 -1.22
O 1.75 -3.46 -0.68
H 0.81 -3.35 -0.62
H 2.03 -3.18 -1.55
O 2.41 2.34 2.62
H 2.11 2.67 3.45
H 1.91 1.51 2.63
O -0.51 0.19 0.05
H -0.14 1.05 0.17
H 0.26 -0.38 -0.12
O 1.05 3.38 4.74
H 0.14 3.61 4.44
H 1.45 4.27 4.99
O 2.04 -0.29 -5.21
H 1.92 0.51 -4.69
H 1.38 -0.45 -5.89
O -2.99 0.46 -0.49
H -3.00 -0.30 -1.07
H -2.06 0.30 -0.15
O 1.81 1.51 -3.30
H 2.40 2.09 -2.78
H 1.60 0.78 -2.65
O 2.12 4.17 -1.70
H 2.54 4.97 -2.06
H 2.25 4.28 -0.74
O -0.92 -2.80 -0.53
H -1.21 -2.57 0.36
H -1.64 -3.41 -0.81
O -5.28 -1.19 -0.06
H -4.58 -0.48 -0.05
H -6.12 -0.76 0.21
```


Below is a cluster of 3 separate species, C30H63N4O6 in total at a distorted geometry, with properties calculated with ωB97M-V/def2-TZVPD.

Values from the calculation:
DFT total energy: -1850.77252 a.u.
total charge: +1
LUMO: -3.616 eV
E_HOMO: -10.74 eV
Kohn-Sham gap: 7.13 eV

```
103
C30H63N4O6, DFT ωB97M-V/def2-TZVPD
C 3.70 -3.66 4.01
C 2.86 -3.98 3.20
N 1.78 -4.29 2.31
C 1.98 -5.36 1.31
O 3.26 -5.12 0.68
C 3.49 -6.21 -0.24
C 2.81 -5.98 -1.67
C 0.65 -3.61 2.43
N 0.55 -2.53 3.41
C -0.50 -1.62 2.87
C -0.33 -1.35 1.30
C 1.09 -0.74 0.92
C 1.59 0.42 1.90
N 2.65 -0.14 2.82
C -1.42 -0.21 0.96
C -1.37 0.32 -0.54
C -2.79 0.39 -1.27
C -2.55 -0.22 -2.75
C -1.87 0.86 -3.71
C -2.28 0.58 -5.23
C -3.85 0.93 -5.35
C -0.64 -2.74 0.56
C -2.12 -2.85 0.00
O -2.50 -4.22 -0.31
C -1.87 -4.67 -1.54
C -2.86 -4.29 -2.75
C -2.86 -5.54 -3.76
N -0.49 -3.79 1.59
H 4.55 -3.28 4.62
H 1.23 -5.36 0.47
H 2.06 -6.34 1.85
H 4.59 -6.39 -0.43
H 3.07 -7.19 0.16
H 3.48 -6.33 -2.52
H 1.88 -6.64 -1.75
H 2.50 -4.91 -1.84
H 0.16 -2.99 4.26
H -1.56 -2.00 3.05
H -0.45 -0.64 3.46
H 1.84 -1.59 1.08
H 1.20 -0.43 -0.15
H 0.77 0.85 2.55
H 2.10 1.27 1.36
H 2.21 -0.57 3.65
H 3.19 0.65 3.20
H -1.13 0.67 1.62
H -2.47 -0.49 1.30
H -0.64 -0.24 -1.20
H -0.99 1.39 -0.51
H -3.15 1.45 -1.41
H -3.56 -0.29 -0.79
H -1.84 -1.11 -2.72
H -3.52 -0.63 -3.15
H -2.22 1.89 -3.39
H -0.74 0.84 -3.59
H -2.08 -0.52 -5.41
H -1.69 1.23 -5.93
H -4.49 0.08 -4.95
H -4.00 1.87 -4.74
H -4.16 1.07 -6.43
H 0.07 -2.88 -0.33
H -2.84 -2.54 0.82
H -2.26 -2.26 -0.96
H -1.85 -5.81 -1.50
H -0.81 -4.29 -1.69
H -2.48 -3.35 -3.25
H -3.90 -4.13 -2.32
H -1.98 -6.23 -3.60
H -3.84 -6.11 -3.68
H -2.77 -5.09 -4.80
H -0.59 -4.75 1.24
C 5.96 2.55 3.40
O 4.71 3.20 3.63
C 4.52 3.53 5.00
C 4.78 5.01 5.25
O 6.15 5.33 5.06
C 6.40 5.95 3.80
H 6.14 2.54 2.33
H 6.78 3.08 3.89
H 5.91 1.52 3.76
H 5.14 2.91 5.65
H 3.47 3.32 5.23
H 4.54 5.24 6.29
H 4.14 5.64 4.62
H 6.05 6.99 3.83
H 5.91 5.42 2.98
H 7.47 5.95 3.63
C -2.96 7.71 -2.21
O -4.26 7.12 -2.21
C -4.36 6.03 -3.12
C -4.29 4.70 -2.39
O -3.00 4.49 -1.82
C -2.98 4.75 -0.42
H -2.89 8.36 -1.34
H -2.18 6.95 -2.14
H -2.82 8.31 -3.11
H -3.59 6.10 -3.89
H -5.34 6.11 -3.60
H -4.45 3.89 -3.12
H -5.07 4.62 -1.63
H -3.47 3.93 0.11
H -3.46 5.69 -0.18
H -1.94 4.80 -0.10
```


Below is an isolated molecule of C6H9N at a distorted geometry, with properties calculated with ωB97M-V/def2-TZVPD.

Values from the calculation:
DFT total energy: -288.74368 a.u.
LUMO: 0.835 eV
SMILES string: CC1(C#N)CCC1
E_HOMO: -10.93 eV
Kohn-Sham gap: 11.77 eV

```
16
C6H9N, DFT ωB97M-V/def2-TZVPD
C -1.22 -1.23 0.01
C -0.32 -0.07 -0.45
C -0.25 1.06 0.61
C 1.16 0.60 1.04
C 1.23 -0.22 -0.28
C -0.72 0.32 -1.81
N -1.02 0.61 -2.89
H -1.22 -2.09 -0.67
H -2.25 -0.86 0.07
H -0.94 -1.58 1.02
H -1.04 1.04 1.36
H -0.22 2.04 0.12
H 1.88 1.42 1.15
H 1.19 0.00 1.95
H 1.81 0.33 -1.03
H 1.53 -1.26 -0.28
```


Below is a structure of composition C54H60N5O3PbSe, with properties calculated with ωB97M-V/def2-TZVPD.

Values from the calculation:
DFT total energy: -5187.69238 a.u.
total charge: -1
LUMO: 2.013 eV
E_HOMO: -4.34 eV
Kohn-Sham gap: 6.35 eV

```
124
C54H60N5O3PbSe, DFT ωB97M-V/def2-TZVPD
Pb -0.65 -1.87 0.49
C 0.37 3.67 -5.21
C 1.63 2.82 -5.02
C 2.77 3.75 -4.58
C 1.99 2.20 -6.38
C 1.44 1.73 -3.98
C 0.27 1.56 -3.26
C 0.15 0.57 -2.28
Se -1.51 0.47 -1.32
C -1.23 1.77 0.06
C -1.15 3.11 -0.30
C -1.05 4.11 0.65
C -1.11 3.70 1.99
C -1.21 2.39 2.40
C -1.20 1.35 1.40
O -1.19 0.10 1.75
C -1.42 2.03 3.87
C -0.29 1.13 4.41
C -1.47 3.27 4.77
C -2.76 1.29 4.02
C -0.88 5.59 0.30
C -2.02 6.41 0.91
C 0.45 6.09 0.87
C -0.87 5.82 -1.21
C 1.20 -0.33 -1.99
O 1.09 -1.26 -1.10
C 2.41 -0.16 -2.75
C 2.48 0.84 -3.69
C 3.60 -1.09 -2.48
C 4.79 -0.78 -3.39
C 3.21 -2.56 -2.72
C 4.08 -0.91 -1.03
H 0.55 4.43 -5.97
H -0.48 3.06 -5.53
H 0.09 4.18 -4.29
H 2.92 4.55 -5.31
H 2.54 4.21 -3.62
H 3.71 3.21 -4.48
H 2.13 2.98 -7.13
H 2.91 1.62 -6.32
H 1.19 1.53 -6.72
H -0.59 2.20 -3.44
H -1.17 3.36 -1.36
H -1.10 4.47 2.75
H 0.67 1.64 4.31
H -0.46 0.94 5.48
H -0.26 0.19 3.88
H -0.54 3.84 4.73
H -2.30 3.93 4.49
H -1.63 2.95 5.80
H -2.79 0.40 3.40
H -2.92 1.00 5.06
H -3.58 1.95 3.72
H -2.04 6.33 2.00
H -1.92 7.46 0.65
H -2.99 6.06 0.54
H 0.49 5.97 1.96
H 1.29 5.53 0.45
H 0.60 7.15 0.64
H -1.80 5.48 -1.67
H -0.76 6.89 -1.41
H -0.05 5.30 -1.69
H 3.41 0.96 -4.24
H 4.54 -0.91 -4.45
H 5.15 0.24 -3.25
H 5.61 -1.46 -3.15
H 2.87 -2.70 -3.74
H 4.08 -3.20 -2.56
H 2.42 -2.86 -2.04
H 4.45 0.10 -0.87
H 3.26 -1.10 -0.33
H 4.90 -1.61 -0.82
C -5.37 -2.90 -0.93
C -3.87 -2.91 -0.80
N -3.25 -2.86 0.32
N -3.98 -2.77 1.46
C -3.18 -2.72 2.54
O -1.94 -2.82 2.60
C -3.93 -2.54 3.84
C -3.20 -2.24 4.99
C -3.85 -2.05 6.20
C -5.23 -2.16 6.28
C -5.96 -2.45 5.14
C -5.32 -2.63 3.92
C -3.05 -2.94 -2.03
C -3.65 -2.96 -3.29
C -2.86 -2.95 -4.43
C -1.48 -2.91 -4.29
C -0.96 -2.88 -3.01
N -1.71 -2.92 -1.91
H -5.80 -2.81 0.06
H -5.71 -2.06 -1.54
H -5.73 -3.82 -1.40
H -2.13 -2.16 4.90
H -3.27 -1.81 7.09
H -5.73 -2.01 7.23
H -7.04 -2.53 5.19
H -5.87 -2.85 3.02
H -4.72 -2.97 -3.38
H -3.32 -2.96 -5.41
H -0.82 -2.87 -5.15
H 0.11 -2.80 -2.83
C 3.33 -0.34 3.10
C 2.12 -0.59 2.43
N 1.85 -1.73 1.83
C 2.77 -2.70 1.84
C 4.01 -2.56 2.49
C 4.27 -1.34 3.13
C 4.97 -3.63 2.46
C 4.70 -4.78 1.80
C 3.45 -4.95 1.11
C 3.16 -6.12 0.40
C 1.96 -6.23 -0.26
C 1.06 -5.15 -0.19
N 1.32 -4.05 0.48
C 2.49 -3.94 1.13
H 3.50 0.61 3.57
H 1.35 0.17 2.37
H 5.22 -1.20 3.64
H 5.91 -3.49 2.97
H 5.43 -5.58 1.77
H 3.88 -6.93 0.37
H 1.69 -7.11 -0.82
H 0.11 -5.18 -0.70
```


Below is a structure of composition C24H25BN11O8S2Sn, with properties calculated with ωB97M-V/def2-TZVPD.

Values from the calculation:
DFT total energy: -3169.53033 a.u.
spin multiplicity: 2
LUMO (spin up / spin down): 0.269 / -1.106 eV
E_HOMO (spin up / spin down): -7.21 / -8.46 eV
Kohn-Sham gap (spin up / spin down): 7.48 / 7.35 eV

```
72
C24H25BN11O8S2Sn, DFT ωB97M-V/def2-TZVPD
Sn -0.46 -0.17 -1.09
C 1.43 2.92 1.39
C 0.47 2.45 0.50
N 0.87 1.29 -0.02
N 2.10 1.02 0.48
C 2.44 1.98 1.35
B 2.83 -0.23 -0.11
N 2.11 -1.49 0.40
C 2.49 -2.45 1.26
C 1.47 -3.37 1.35
C 0.47 -2.89 0.51
N 0.87 -1.76 -0.06
N 2.69 -0.15 -1.66
C 3.67 0.05 -2.56
C 3.11 0.19 -3.81
C 1.74 0.06 -3.58
N 1.50 -0.15 -2.30
N 4.32 -0.26 0.21
C 5.21 0.74 0.41
C 6.47 0.19 0.40
C 6.24 -1.18 0.16
N 4.96 -1.44 0.04
H 1.40 3.82 1.98
H -0.48 2.87 0.22
H 3.35 1.93 1.91
H 3.46 -2.43 1.71
H 1.45 -4.27 1.95
H -0.50 -3.30 0.27
H 4.70 0.08 -2.24
H 3.61 0.37 -4.74
H 0.92 0.14 -4.29
H 4.92 1.77 0.48
H 7.41 0.70 0.53
H 6.96 -1.98 0.08
O -0.85 -2.15 -5.44
C -1.14 -1.67 -4.22
O -0.56 -2.01 -3.22
C -2.25 -0.64 -4.28
O -2.64 -0.31 -2.99
C -3.08 1.03 -2.84
C -1.92 2.01 -2.72
O -2.11 3.18 -2.94
O -0.76 1.50 -2.39
H -0.13 -2.79 -5.33
H -1.87 0.22 -4.85
H -3.08 -1.07 -4.85
H -3.72 1.34 -3.66
H -3.65 1.06 -1.91
O -1.64 -1.10 4.13
S -1.00 0.02 3.49
O 0.34 0.33 3.87
N -1.12 -0.12 1.86
C -1.88 0.83 1.35
O -2.09 0.99 0.12
C -2.47 1.78 2.35
C -3.30 2.86 2.13
C -3.68 3.62 3.24
C -3.24 3.28 4.52
C -2.41 2.19 4.73
C -2.04 1.45 3.62
H -3.62 3.11 1.13
H -4.32 4.47 3.11
H -3.55 3.89 5.36
H -2.06 1.93 5.72
N -4.57 -3.56 1.02
C -3.40 -2.92 0.82
N -2.62 -2.77 1.90
S -2.95 -2.42 -0.72
H -4.82 -3.94 1.91
H -5.15 -3.75 0.22
H -3.00 -2.82 2.83
H -1.87 -2.09 1.81
```